1:
{
  "formula": "FNO4S",
  "method": "ωB97M-V/def2-TZVPD",
  "elements": ["N", "O", "O", "O", "O", "F", "S"],
  "coordinates": [[0.4514, 1.2295, 0.6619], [0.2948, 2.2318, 0.1203], [0.4726, 0.5859, 1.5749], [-1.1247, -0.2528, -0.3568], [-1.1432, -2.6637, -0.6672], [1.4841, 0.3025, -0.4562], [-0.4350, -1.4333, -0.8768]],
  "mulliken_charge": [1.181, -0.361, -0.291, -0.423, -0.401, -0.537, 0.831],
  "charge": 0,
  "lumo_ev": -1.3,
  "homo_lumo_gap_ev": 10.51
}

---

2:
{
  "formula": "FNO4S",
  "method": "ωB97M-V/def2-TZVPD",
  "elements": ["N", "O", "O", "O", "O", "F", "S"],
  "coordinates": [[-1.4967, -0.4562, -0.4111], [-0.9183, -0.0870, -1.3415], [-2.3567, -1.1334, -0.0350], [1.3709, -0.5320, -0.2759], [2.6899, 1.1316, 0.9561], [-0.7872, 0.2596, 0.8894], [1.4981, 0.8174, 0.2180]],
  "mulliken_charge": [1.165, -0.341, -0.379, -0.400, -0.421, -0.417, 0.792],
  "charge": 0,
  "lumo_ev": -1.0,
  "homo_lumo_gap_ev": 10.44
}

---

Quick one: most stable of them? 2